[1]
A single C5H7NO2 molecule in a non-equilibrium geometry. Source: the Open Molecules 2025 dataset; level of theory: ωB97M-V/def2-TZVPD.

HOMO: -7.03 eV
maximum force: 0.065 hartree/bohr
HOMO-LUMO gap: 7.9 eV
calculated total energy: -399.8181 a.u.
SMILES string: CC1=C(N)[C@@H]2O[C@]12O
energy above the lowest of the compared OMol25 structures with the same formula, charge and spin: 387.2 kJ/mol
multiplicity: 1
total charge: 0

Positions of all 15 atoms, in Å:
C (0.86801, -0.14904, 1.74939)
C (0.17081, -0.10462, 0.43787)
C (0.35313, 0.52242, -0.75140)
N (1.40125, 1.17244, -1.32772)
C (-0.89677, 0.04284, -1.44378)
O (-2.00065, 0.29832, -0.42216)
C (-1.16179, -0.67645, 0.01668)
O (-1.61339, -1.88836, 0.33678)
H (1.87494, 0.25917, 1.65267)
H (0.34436, 0.42965, 2.51680)
H (0.96201, -1.17515, 2.11303)
H (2.21674, 1.35420, -0.76408)
H (1.26357, 1.56359, -2.24482)
H (-1.23535, 0.18195, -2.45680)
H (-2.54686, -1.83097, 0.58753)

Results of the Löwdin charge analysis, in e, for atoms 1 through 4: atom 1 (C): -0.05, atom 2 (C): -0.16, atom 3 (C): -0.27, atom 4 (N): 0.14

[2]
A single C5H7NO2 molecule in a non-equilibrium geometry. Source: the Open Molecules 2025 dataset; level of theory: ωB97M-V/def2-TZVPD.

HOMO: -9.81 eV
maximum force: 0.078 hartree/bohr
HOMO-LUMO gap: 10.6 eV
calculated total energy: -399.8467 a.u.
SMILES string: CNC1(C(=O)O)C=C1
energy above the lowest of the compared OMol25 structures with the same formula, charge and spin: 312.2 kJ/mol
multiplicity: 1
total charge: 0

Positions of all 15 atoms, in Å:
C (0.66253, 0.12623, -1.73517)
N (0.96672, -0.33122, -0.34926)
C (-0.19137, 0.05904, 0.57567)
C (-0.52480, -1.06601, 1.52149)
O (-1.29626, -0.85179, 2.40767)
O (0.04777, -2.26442, 1.23870)
C (-1.31677, 1.06258, 0.07921)
C (-0.52051, 1.52616, 1.01797)
H (-0.04947, 1.00239, -1.73867)
H (1.53433, 0.21984, -2.42842)
H (0.07496, -0.74396, -2.18860)
H (1.73499, 0.19682, 0.00341)
H (0.89489, -2.13888, 0.69551)
H (-2.07756, 0.96922, -0.64717)
H (0.06056, 2.23400, 1.54766)

Results of the Löwdin charge analysis, in e, for atoms 1 through 4: atom 1 (C): -0.12, atom 2 (N): -0.07, atom 3 (C): -0.29, atom 4 (C): -0.50

[3]
C5H7NO2 as an isolated structure in a non-equilibrium geometry. Source: the Open Molecules 2025 dataset; level of theory: ωB97M-V/def2-TZVPD.

HOMO: -7.98 eV
maximum force: 0.086 hartree/bohr
HOMO-LUMO gap: 8.3 eV
calculated total energy: -399.5092 a.u.
energy above the lowest of the compared OMol25 structures with the same formula, charge and spin: 1198.2 kJ/mol
multiplicity: 1
total charge: 0

Positions of all 15 atoms, in Å:
C (0.40027, -1.03672, 1.33522)
C (-0.21710, -1.45395, -0.15243)
C (-0.69342, -0.01708, -0.73981)
C (0.43751, 0.55547, 0.82340)
C (-0.57607, 1.46644, -1.38645)
H (-0.32126, -0.99641, 2.18330)
H (1.33338, -1.45547, 1.61460)
H (-1.22765, -2.02719, -0.00145)
H (0.41192, -2.04378, -0.84876)
H (0.41063, 0.21899, -1.17953)
H (1.03298, 0.26211, 0.01768)
H (-0.67696, 1.72336, -2.38588)
N (0.07127, 2.34781, -0.59949)
O (-0.93756, 0.49887, 0.52501)
O (0.55206, 1.95756, 0.79457)

Results of the Löwdin charge analysis, in e, for atoms 1 through 4: atom 1 (C): 0.01, atom 2 (C): -0.06, atom 3 (C): -0.26, atom 4 (C): -0.36

[4]
A 2-piece molecular cluster, C5H7NO3 overall in a non-equilibrium geometry. Source: the Open Molecules 2025 dataset; level of theory: ωB97M-V/def2-TZVPD.

HOMO: -9.03 eV
maximum force: 0.090 hartree/bohr
HOMO-LUMO gap: 8.9 eV
calculated total energy: -475.0864 a.u.
SMILES string: [H]/N=C/C(=O)C(=O)O.C=C
energy above the lowest of the compared OMol25 structures with the same formula, charge and spin: 426.9 kJ/mol
multiplicity: 1
total charge: 0

Positions of all 16 atoms, in Å:
H (1.94443, 2.47864, 0.35490)
N (1.62147, 1.57031, 0.02920)
C (1.21727, 0.82049, 0.94748)
C (0.51659, -0.49334, 0.69512)
O (0.82204, -1.53047, 1.24215)
C (-1.14908, -0.02015, 0.89013)
O (-1.54236, 1.09044, 1.13078)
O (-1.90611, -1.12112, 0.96082)
H (1.28678, 1.02967, 2.01836)
H (-2.81109, -0.87807, 1.21949)
C (-0.51800, -0.05864, -1.60143)
C (0.52574, -0.92483, -1.43473)
H (-1.52323, -0.40926, -1.75596)
H (-0.36032, 1.00559, -1.62732)
H (1.52801, -0.57017, -1.60928)
H (0.34787, -1.98911, -1.45972)

Results of the Löwdin charge analysis, in e, for atoms 1 through 4: atom 1 (H): 0.07, atom 2 (N): 0.14, atom 3 (C): -0.17, atom 4 (C): -0.38